{
  "formula": "C5H7NO",
  "method": "wB97M-V/def2-TZVPD",
  "symbols": ["C", "H", "H", "C", "H", "N", "C", "O", "H", "H", "H", "C", "C", "H"],
  "coordinates": [[1.136, 1.458, 0.690], [-0.775, 0.165, 1.476], [-0.506, -2.453, -0.062], [0.585, 0.908, -0.607], [-2.091, -0.635, 0.491], [-0.824, 0.629, -0.629], [-1.047, -0.331, 0.559], [0.473, 1.637, 1.696], [0.907, -1.473, 0.408], [2.187, 1.813, 0.688], [1.154, 1.228, -1.473], [-0.253, -0.555, -1.194], [-0.113, -1.436, 0.016], [-0.834, -0.954, -2.059]],
  "forces_ev_per_angstrom": [[0.02, -0.59, 0.05], [-0.47, -0.31, 0.40], [-0.18, 0.30, 0.06], [-0.14, -0.77, -0.29], [0.12, 0.07, 0.19], [-0.55, -0.08, 0.34], [-0.30, 0.19, 0.87], [0.52, 0.14, -0.70], [-0.37, -0.13, 0.09], [-0.12, -0.19, -0.31], [-0.74, 0.66, -0.22], [0.78, 0.08, -0.26], [-0.15, 0.11, 0.19], [1.60, 0.52, -0.42]],
  "multiplicity": 1,
  "e_homo_ev": -8.509,
  "de_lowest_kj_mol": 505.6,
  "lumo_energy_ha": -0.0055,
  "gap_ev": 8.4
}


{
  "formula": "C5H7NO",
  "method": "wB97M-V/def2-TZVPD",
  "symbols": ["N", "C", "H", "O", "H", "H", "H", "H", "H", "C", "C", "H", "C", "C"],
  "coordinates": [[-2.102, 0.678, -2.196], [1.178, -1.094, -0.125], [1.437, 0.950, 0.662], [-1.489, 1.191, 1.151], [2.181, -1.140, -0.560], [1.198, -1.616, 0.839], [-0.113, -0.123, 1.903], [0.499, -1.629, -0.797], [-1.209, -0.787, 0.571], [0.779, 0.385, -0.001], [-1.566, 0.941, -1.200], [0.892, 0.799, -1.005], [-0.821, 1.484, -0.049], [-0.699, 0.072, 1.007]],
  "forces_ev_per_angstrom": [[0.49, 0.23, 0.92], [0.02, -0.10, 0.01], [-0.13, -0.10, -0.10], [0.02, 0.06, -0.04], [-0.11, 0.00, 0.05], [-0.01, 0.10, -0.14], [-0.06, -0.01, -0.14], [0.11, 0.10, 0.09], [0.07, 0.13, 0.05], [0.32, -0.09, -0.05], [-0.37, -0.24, -0.86], [-0.16, -0.05, 0.18], [-0.24, 0.37, -0.21], [0.04, -0.40, 0.23]],
  "multiplicity": 1,
  "e_homo_ev": -8.904,
  "de_lowest_kj_mol": 584.6,
  "lumo_energy_ha": 0.0112,
  "gap_ev": 9.2
}


{
  "formula": "C5H7NO",
  "method": "wB97M-V/def2-TZVPD",
  "symbols": ["C", "C", "H", "N", "H", "H", "H", "O", "H", "H", "C", "C", "C", "H"],
  "coordinates": [[1.324, -0.815, 1.276], [1.799, -0.256, -0.039], [-2.527, 1.210, -0.460], [-1.951, 0.520, -0.936], [-1.715, -1.636, -0.649], [2.736, 0.320, -0.035], [1.878, -1.047, -0.797], [-0.128, 1.142, 0.709], [1.848, -0.250, 2.069], [-2.244, -0.752, 0.873], [-1.754, -0.702, -0.097], [-0.733, 0.315, -0.244], [0.656, 0.662, -0.436], [0.884, 1.438, -1.166]],
  "forces_ev_per_angstrom": [[0.19, 0.11, -0.16], [0.02, -0.03, -0.02], [0.05, -0.07, -0.03], [-0.09, 0.27, -0.08], [0.04, 0.14, 0.07], [-0.15, -0.07, 0.07], [-0.07, 0.08, 0.11], [-0.05, 0.13, 0.16], [-0.06, -0.02, -0.03], [0.06, 0.04, -0.15], [0.01, -0.28, 0.16], [0.01, -0.11, -0.01], [0.09, -0.06, -0.22], [-0.03, -0.12, 0.12]],
  "multiplicity": 1,
  "e_homo_ev": [-8.811, -8.802],
  "de_lowest_kj_mol": 669.3,
  "lumo_energy_ha": [-0.0122, -0.0116],
  "gap_ev": [8.5, 8.5]
}